A molecular structure, C15H30CaF6N3O24S6 in a non-equilibrium geometry, computed with ωB97M-V/def2-TZVPD.

CARTESIAN COORDINATES (ANGSTROEM)
O: 2.41296 -4.53098 0.52287
H: 2.83667 3.40830 0.05248
F: 3.67538 -2.38510 0.61353
O: -2.66119 -2.03989 -2.34907
H: 1.75643 -3.53824 4.74556
O: -0.43703 -1.53100 -1.92148
C: -2.28061 -4.49383 -1.21642
H: -0.84088 -0.58988 3.43590
S: 2.63267 -3.32363 -0.25591
H: -0.38983 -0.77968 5.08924
O: 3.03881 -1.85204 3.07927
H: -3.26993 -4.04270 -1.29285
H: -3.94301 -3.14367 2.23942
C: -1.41595 -2.30491 -1.90682
H: -4.94270 -0.43905 -2.52351
C: -3.54675 1.65198 0.70995
H: -2.58903 -0.00666 -2.41127
F: 1.72229 0.02997 -2.98636
S: 2.51929 -4.39873 -2.39023
N: 2.81797 0.62287 -1.04384
F: 1.09011 3.48693 -2.15342
O: 1.61607 -2.24753 -0.39260
H: -2.02961 -5.19883 -2.00893
H: -1.89760 5.03246 2.90335
H: -4.59060 -1.98946 1.17502
O: -0.36778 1.69908 -1.65582
S: -0.31929 2.86006 -2.49423
H: -2.22177 -4.97540 -0.24035
O: 0.78334 2.21772 0.76932
S: 4.29483 0.81441 -0.57100
H: 3.37029 -1.94163 5.20251
H: -0.47053 5.66720 2.55308
H: 4.54731 -2.63255 4.15046
C: 2.81170 -3.80402 4.68326
H: -4.40691 -1.43431 2.86481
O: 2.48392 -5.86311 -2.17082
C: -2.46270 -0.41241 1.12776
C: 0.53001 3.24561 1.45055
H: 3.62329 4.06827 1.50090
O: 3.92396 -0.67218 -3.01025
H: -2.56709 5.24727 0.33401
H: 3.15950 -4.13651 5.66132
O: -1.99839 3.86455 -4.95994
O: -1.42124 -0.15816 0.51479
O: -0.63812 3.59751 2.12668
H: -0.78696 5.57863 0.10690
C: -1.63490 5.57822 0.79181
H: -4.60211 -0.12879 -4.28698
H: -2.15681 -0.82721 -3.89313
H: -2.95538 1.83055 -0.18811
S: 3.23443 0.55267 -2.66487
O: -1.20919 3.98101 -2.14375
H: 2.87217 5.14245 0.42740
O: 4.97142 2.10373 -0.82859
C: 3.47234 -2.49827 4.27093
O: -1.27020 -3.47295 -1.24417
H: 3.04769 -4.64628 4.03287
C: -3.98936 -2.06624 2.08095
C: -1.14699 4.93061 2.11957
O: 1.50244 4.23371 1.51915
C: -2.89131 -0.80584 -3.08806
O: -2.64640 -1.53626 1.83277
O: 1.54989 -0.57148 1.72918
O: -3.57808 0.26867 1.05858
C: 2.75165 4.14537 0.85097
H: -3.20230 2.36586 1.45816
F: 3.42977 -4.34287 -3.74658
H: 0.40781 0.43752 4.00394
H: -4.74638 -1.72922 -3.76163
H: -4.55639 1.96193 0.44039
H: -1.94766 6.61136 0.94314
O: -2.21559 1.56423 -4.25951
C: 0.02276 -0.57760 4.10079
N: 0.18005 2.72576 -4.11306
O: 5.03912 -0.43105 -0.46973
O: 1.28012 -3.73200 -2.77702
N: 3.58983 -3.38870 -1.49447
O: 3.25072 1.76109 -3.46175
C: -4.40295 -0.75397 -3.41660
F: 3.84325 1.04147 1.01057
F: -0.79981 2.17553 -6.07719
S: -1.27922 2.63638 -4.59968
Ca: 0.76777 -0.08111 -0.46471
O: 1.06056 -1.42771 3.85408
C: 1.80593 -1.25727 2.79651

Cartesian forces, eV/Å:
O -0.39 1.71 -1.02
H -0.44 -0.07 0.27
F -0.52 -1.81 -0.31
O 0.99 -1.26 0.47
H -0.14 -0.81 -0.02
O -2.96 -1.24 -0.66
C 0.04 0.60 0.05
H 0.23 -0.66 -0.45
S 1.04 5.02 3.90
H 0.42 0.02 0.04
O -1.52 1.15 -1.98
H 0.01 -0.22 -0.33
H 0.56 0.28 0.69
C 1.34 1.14 1.25
H -0.18 0.00 -0.25
C -0.15 0.92 -1.46
H -0.12 0.15 -0.23
F -0.23 0.36 0.08
S 0.78 -1.46 -3.76
N 2.70 1.58 -3.23
F 0.34 -0.06 0.83
O 0.65 -3.08 0.38
H -0.37 -0.05 0.01
H -0.53 -1.09 -0.24
H -0.04 0.43 -0.08
O -0.51 -0.31 -0.90
S 2.89 3.82 1.80
H 0.26 0.03 -0.10
O -1.97 2.97 3.15
S 3.56 0.40 6.90
H -0.21 1.14 -0.41
H 1.02 -0.39 -0.33
H -0.08 0.10 -0.45
C -0.19 -0.07 -0.75
H -0.36 -0.53 0.22
O 0.16 3.13 0.35
C 0.56 -1.24 -0.96
C 2.20 -0.53 -2.47
H -0.48 -0.58 0.58
O 0.57 2.35 0.41
H 0.40 -1.12 -0.08
H 0.06 0.44 0.21
O 1.48 -1.07 1.30
O -1.33 -0.20 1.55
O 1.63 -1.32 -1.62
H -0.37 -0.06 -0.38
C 0.18 -0.39 0.33
H 0.17 0.53 0.38
H -0.58 0.23 -0.30
H 0.27 -0.28 0.02
S -4.51 -2.49 -3.87
O 0.87 -2.58 -0.94
H -0.09 -0.03 -0.37
O -1.38 -2.61 -0.52
C 0.30 -0.49 1.37
O -0.27 0.94 -0.58
H -0.49 0.18 -0.40
C 0.14 0.88 -0.67
C -0.46 2.27 0.23
O -2.39 -0.96 1.20
C 0.20 -0.04 0.48
O 0.87 -0.33 -0.80
O 1.15 -3.23 5.45
O -0.52 1.22 0.65
C 0.69 0.67 -0.99
H 0.23 -0.71 0.55
F -0.53 0.18 0.92
H -0.14 0.26 0.44
H 0.03 -0.25 0.39
H -0.12 -0.44 0.22
H 0.66 0.33 0.65
O 1.82 0.88 0.97
C -2.20 2.37 0.25
N -1.70 -0.46 4.35
O -0.49 2.45 -0.86
O 1.80 -1.14 0.85
N -2.74 -3.26 -1.55
O 1.07 -1.22 1.72
C 1.18 -0.39 -0.38
F 0.41 0.01 -1.03
F -0.12 -0.24 -0.04
S -5.24 0.33 -7.66
Ca -1.45 -0.63 0.42
O 0.56 -1.49 -0.38
C 2.00 1.43 -2.51

The largest force on an atom is 9.29 eV/Å. Its frontier orbital gap (alpha / beta) is 2.074 / 9.289 eV. As for the total charge: -2. The value obtained for the LUMO energy (alpha / beta) is 0.1426 / 0.1430 hartree. As for the multiplicity: 2. For the HOMO energy (alpha / beta), the calculation gives 1.81 / -5.40 eV.

A molecular structure, C15H30F2Li2NO19S2 in a non-equilibrium geometry, computed with ωB97M-V/def2-TZVPD.

CARTESIAN COORDINATES (ANGSTROEM)
C: -1.97955 -4.99619 1.05805
O: -1.87023 1.37146 3.64875
C: -0.92938 0.68809 -3.12123
O: -2.57795 1.78693 1.55617
H: -3.32406 4.69390 1.97148
H: -0.73303 -2.62799 1.50885
C: 1.35496 1.63187 -2.71682
H: -4.31704 4.69663 3.33149
O: -1.86804 0.13377 -2.58670
C: 4.69632 -3.05605 2.40364
O: 1.40290 4.00107 -1.44521
C: 2.15906 4.59839 -0.68751
C: 2.63003 6.09805 -2.39536
O: -0.55708 0.54516 -4.41743
O: -0.07648 1.52171 -2.42573
O: -3.09792 3.12164 3.33200
C: 2.12801 3.02392 1.08562
H: -1.34409 -0.38187 4.37186
H: 2.69344 7.17723 -2.53477
H: 1.68910 2.02129 -3.67848
C: -2.56953 2.03922 2.74332
H: -0.90064 -0.09413 2.69524
C: 2.18681 -1.61028 -1.20087
S: -1.24440 -0.95044 0.37279
H: 1.72668 5.67447 -2.83424
H: 5.33092 -2.35719 2.94862
O: -2.29796 -5.72368 0.01332
Li: -1.84269 1.75054 0.36708
O: 2.42310 4.32381 0.58440
Li: -2.11586 0.68835 -1.27163
H: 0.78152 -3.47304 1.47043
O: 3.75996 -2.26853 1.74827
H: 1.06619 2.83970 0.92221
H: 1.88353 0.69652 -2.53286
H: 1.11501 -1.67285 -1.38909
F: -2.80636 -0.93614 0.76316
C: -1.36281 -0.22316 -5.21073
H: 2.25170 2.97258 2.16736
H: -2.63326 -0.40114 3.06497
H: -4.07097 -6.67095 0.73080
O: 0.67980 1.19683 1.49529
H: 3.40248 5.52838 -2.91197
O: 3.21985 -3.74208 0.24074
C: -1.69930 0.02889 3.42675
H: -2.41435 0.04871 -5.11888
S: 0.33584 0.80098 0.13009
H: -1.28599 -1.29056 -5.00368
O: -0.70293 -4.56376 0.83565
O: 2.74957 5.75703 -1.02960
O: -0.65000 -1.44118 1.66886
C: -3.89517 4.00911 2.59837
C: -0.27385 -3.59498 1.71419
O: 2.39408 -1.72046 0.23768
H: -4.37084 -5.52018 -0.49021
O: 1.25580 -0.07124 -0.54584
H: -1.11949 -0.07088 -6.26226
N: -1.22179 0.73017 -0.20757
H: -0.46530 -3.84885 2.75678
O: -1.17687 -1.93320 -0.62781
F: 0.57228 2.15667 -0.76343
C: -3.62506 -6.24737 -0.16912
H: 2.59279 -0.72267 -1.68606
O: -2.79362 -4.79099 1.94627
H: 5.31891 -3.46116 1.60592
H: -4.61193 3.56515 1.90757
H: 2.69823 -2.49730 -1.57474
H: 4.28979 -3.88949 2.97654
H: 2.75800 2.33037 0.52866
C: 3.03241 -2.67443 0.78389
H: -3.49431 -7.00006 -0.94658
H: 1.74106 2.27593 -1.92674

Cartesian forces, eV/Å:
C -1.25 -0.10 -0.13
O -2.04 3.29 0.01
C 4.13 1.01 -2.59
O -4.26 0.24 4.75
H 0.66 -0.24 -0.08
H -0.12 -4.46 0.35
C 1.89 -0.35 -0.90
H -0.49 -0.52 -0.02
O 0.59 -1.48 -5.41
C 1.45 -0.85 -0.85
O 1.48 1.71 0.89
C -0.97 0.94 -0.49
C -0.05 -0.78 -1.11
O 0.60 1.47 3.31
O -2.93 -2.90 -5.13
O 0.75 -2.09 -0.51
C -0.85 0.84 -0.38
H -0.35 -0.23 -0.12
H 0.16 -0.28 0.23
H -1.02 -0.02 -0.21
C 1.04 1.75 3.47
H -0.63 0.53 1.15
C 1.68 -4.91 -1.10
S -2.42 -2.75 3.91
H -0.31 0.50 0.28
H -0.36 -0.27 0.41
O -0.07 -0.63 -1.31
Li -3.01 11.65 1.40
O 0.87 1.02 -0.22
Li -8.22 1.07 -3.45
H 0.02 0.00 0.44
O -0.83 2.90 2.98
H 1.34 1.17 0.24
H -0.71 -0.25 -0.51
H 0.75 -0.96 -0.63
F 0.87 0.58 -0.60
C -2.07 -1.69 -1.92
H 0.64 0.37 -0.25
H 0.17 -0.36 0.30
H 0.55 -0.19 0.15
O -2.49 -2.32 -1.81
H 0.43 0.57 -0.22
O -0.78 -1.10 0.39
C 1.21 -1.43 -0.30
H -0.03 0.07 0.20
S 5.67 4.51 0.28
H 0.18 0.02 0.19
O -2.34 -1.76 0.01
O -0.19 -0.62 1.16
O -0.64 7.18 -4.57
C -0.30 1.80 -0.91
C 1.29 -1.87 1.07
O -1.91 3.42 -0.49
H 0.48 0.48 -0.21
O -4.86 4.66 2.67
H 0.40 0.17 0.24
N 13.10 -13.21 3.01
H 0.27 -0.19 0.10
O 0.43 0.50 -1.35
F -1.75 -0.89 7.60
C -0.11 -0.27 0.25
H 0.57 -0.60 0.47
O 1.96 0.73 -0.25
H 0.21 -0.46 0.18
H -0.21 -0.40 0.59
H -0.02 -0.07 -0.35
H -0.14 0.32 0.15
H -0.12 -0.33 0.39
C 3.02 -3.49 -3.29
H -0.15 0.05 0.20
H 0.14 -0.22 -1.73

The largest force on an atom is 18.84 eV/Å. Its frontier orbital gap is 6.872 eV. As for the total charge: +1. The value obtained for the LUMO energy is -0.1709 hartree. As for the multiplicity: 1. For the HOMO energy, the calculation gives -11.52 eV.

A molecular structure, C15H30F5MgN4OSSi2Te, computed with ωB97M-V/def2-TZVPD.

CARTESIAN COORDINATES (ANGSTROEM)
C: 0.59144 -1.55478 3.19647
H: 3.09845 4.45250 -0.03881
C: -2.32069 -1.91493 3.51832
C: -3.27750 2.13970 -1.23559
H: -0.28931 4.57389 -2.22042
F: -4.09219 -2.54859 0.69635
C: 2.77171 3.42343 -0.13536
H: 4.63529 -1.57681 0.48222
C: -0.97826 -2.51911 1.53818
Mg: -0.64678 -0.42410 -0.75133
H: 2.90700 -1.15608 -3.39142
H: 1.64075 -1.28544 3.10532
H: 1.38532 -3.96962 -0.65497
H: -3.86674 2.88635 -1.77728
H: -3.19825 1.27816 -1.90935
C: 0.90149 1.85359 -0.46175
C: -1.20740 3.99096 -2.31103
N: 0.08288 -1.78984 1.85569
C: -1.82154 3.91185 0.71184
C: 3.18831 1.07825 -0.20185
H: -3.83948 1.83920 -0.34998
H: 4.12267 -0.33625 -2.41272
H: 4.29080 -2.06290 -2.77265
O: -2.24357 -0.88908 -1.85392
N: -0.44939 1.58328 -0.63401
H: -2.04106 4.68408 -2.45674
C: 1.84395 0.76705 -0.41134
H: 4.72939 2.54907 0.09273
H: 1.08107 -3.36288 -2.27889
H: -1.12138 3.38196 -3.21541
H: -3.38857 -2.05992 3.66294
Te: -3.58891 -1.43987 -0.77519
H: 0.74554 3.99228 -0.36929
H: 0.07660 -0.74163 3.70622
C: 1.42423 3.14736 -0.32748
H: 4.17340 -3.24999 0.17447
H: -1.81017 -2.08932 4.46455
H: 3.27430 -2.28360 1.33859
C: 3.57478 -1.27036 -2.53376
H: -2.17093 -0.88428 3.19718
Si: -1.58414 2.85020 -0.84312
C: 3.67129 2.37755 -0.06489
S: -1.23904 -3.02419 -0.08426
H: 3.90832 0.27417 -0.13611
F: -3.93345 -3.08638 -1.62605
F: -2.51534 -0.48420 0.58826
H: 0.65284 -1.42083 1.07042
H: -2.03794 3.24684 1.55283
C: 1.83152 -3.42901 -1.48827
H: 2.66908 -4.02848 -1.86280
N: 1.38794 -0.57353 -0.58135
H: -2.68796 4.56757 0.57840
F: -4.87533 -0.38713 0.12287
F: -4.77569 -0.87399 -2.14426
H: 0.51189 -2.46333 3.79440
N: -1.89224 -2.84390 2.47257
C: 3.78234 -2.24761 0.37059
Si: 2.56589 -1.76432 -1.01736
H: -2.66009 -3.34324 2.04733
H: -0.96710 4.53022 0.99024

Cartesian forces, eV/Å:
C 0.00 0.02 -0.02
H 0.01 0.00 0.00
C -0.01 0.03 -0.01
C 0.04 -0.06 -0.24
H -0.04 -0.03 0.02
F -0.04 0.09 -0.06
C 0.07 -0.09 0.01
H 0.00 0.01 -0.02
C -0.09 0.12 0.03
Mg -0.19 0.43 -0.32
H -0.01 0.00 0.00
H 0.03 -0.01 -0.02
H -0.01 0.02 0.04
H -0.04 0.05 0.13
H 0.02 0.18 0.13
C 0.03 -0.17 0.05
C 0.05 -0.04 0.05
N 0.09 0.01 -0.02
C -0.06 -0.03 -0.08
C 0.01 -0.05 0.08
H 0.03 -0.01 -0.01
H -0.01 0.00 0.01
H 0.01 0.02 0.00
O -0.03 -0.10 -0.16
N 0.41 -0.10 -0.04
H 0.01 0.02 0.01
C 0.04 -0.06 0.01
H 0.00 0.00 0.00
H 0.00 0.01 0.02
H -0.01 0.00 0.00
H 0.01 -0.01 0.02
Te -0.45 -0.02 -0.14
H 0.02 -0.11 0.02
H 0.01 0.01 0.00
C -0.08 0.23 0.05
H 0.00 0.00 -0.01
H 0.01 0.01 0.00
H -0.04 -0.02 0.02
C 0.01 -0.01 0.05
H 0.00 0.00 -0.01
Si -0.17 -0.02 0.00
C -0.09 0.06 -0.01
S 0.34 -0.16 0.12
H -0.02 -0.03 0.00
F 0.10 0.03 0.04
F 0.13 -0.01 0.22
H 0.08 -0.13 0.01
H -0.01 0.00 0.00
C -0.05 0.03 -0.05
H -0.04 0.01 -0.03
N 0.02 0.02 0.24
H 0.01 0.01 0.02
F 0.07 0.06 -0.04
F -0.08 -0.21 0.06
H -0.02 0.00 0.00
N -0.02 -0.03 0.00
C -0.04 0.05 -0.02
Si -0.03 0.03 -0.09
H 0.04 -0.01 0.00
H 0.02 -0.02 -0.05

The largest force on an atom is 0.56 eV/Å. Its frontier orbital gap is 5.278 eV. The energy above the lowest of the compared OMol25 structures with the same formula, charge and spin comes out at 79.0 kJ/mol. As for the total charge: -1. The value obtained for the LUMO energy is 0.0578 hartree. As for the multiplicity: 1. For the HOMO energy, the calculation gives -3.71 eV.

4 unconnected molecules or ions with the total composition C15H30FNO10S in a non-equilibrium geometry, computed with ωB97M-V/def2-TZVPD.

CARTESIAN COORDINATES (ANGSTROEM)
O: -1.40696 -2.62785 0.64756
H: 5.01857 1.59992 -0.43057
H: 5.00839 0.40944 -1.75369
O: -2.90281 -2.53280 -1.27337
C: -2.05184 -5.27120 6.00763
C: 2.09302 5.33238 -1.11408
H: -2.70739 -5.83946 5.35052
H: -1.99530 -6.35558 3.47436
H: -1.96055 -5.85767 6.92852
H: 3.30381 7.03903 -3.65524
H: 3.74910 7.89558 -0.74647
C: 1.53090 6.37165 -0.18846
H: 3.80209 0.30999 -0.48249
H: 1.42320 -0.55681 -0.69582
H: 1.37997 7.34345 -0.65458
H: -3.03516 -4.02016 3.76662
C: 1.50470 0.54945 -2.51039
H: -4.78385 -1.24429 -2.39215
C: 2.97884 7.08960 -2.61030
H: 1.53718 1.20059 -0.42738
O: 2.67315 1.15128 -2.82471
F: -5.54101 -4.07062 -0.10453
H: -0.96249 -5.67585 2.23182
C: -1.55244 -2.59964 -0.69280
O: 1.92171 4.13582 -0.88795
H: 0.01759 -3.77619 -2.05070
H: 0.54299 6.03827 0.14798
C: 4.37705 1.01134 -1.09226
C: -2.48553 -4.31224 2.86836
O: -7.30651 -2.90269 -1.69937
O: -0.51256 -5.01390 4.10905
H: -1.95585 -3.42011 2.51922
S: -5.75292 -3.09840 -1.50916
C: -3.73276 -1.49213 -0.64700
O: 0.27210 -4.82003 6.19919
H: 4.98540 7.32163 -1.85242
H: 4.09099 2.58592 -2.51463
H: 2.00581 7.59071 -2.61433
O: 2.85821 5.72963 -2.15473
C: -1.50352 -5.43222 3.15268
O: -5.28029 -3.81634 -2.83214
H: -3.20691 -4.61642 2.10488
H: -0.18162 -1.96291 -2.53998
C: 1.11857 0.42457 -1.06535
H: -3.93070 -1.63382 0.49763
H: -2.50949 -4.30639 6.23598
H: 0.72802 -2.40872 -0.92453
H: 4.14638 8.85596 -2.18392
C: -0.67669 -5.04552 5.45007
C: 4.02163 7.83845 -1.80323
C: 3.47295 1.91737 -1.90544
H: 2.84593 2.56145 -1.28100
H: 2.19106 6.47839 0.67482
H: -3.23637 -0.44700 -0.85623
H: 0.02996 0.52069 -0.98789
C: -0.19286 -2.69909 -1.61954
O: 0.80609 0.04805 -3.38946
N: -5.07097 -1.49462 -1.39861

Cartesian forces, eV/Å:
O -1.20 0.67 -8.61
H -0.07 -0.04 -0.08
H 0.00 0.13 0.08
O 2.84 1.08 1.66
C -0.28 -0.69 0.23
C -0.01 -1.22 0.37
H -0.05 0.20 -0.09
H 0.05 0.13 0.10
H 0.08 0.37 -0.10
H -0.13 -0.31 0.24
H -0.05 0.08 -0.11
C -0.71 0.26 -0.09
H 0.03 0.13 0.05
H 0.00 0.22 -0.01
H 0.22 0.02 0.05
H -0.06 -0.19 -0.02
C -0.33 -0.49 -1.03
H -0.88 -0.91 1.13
C 0.14 0.28 0.11
H 0.16 -0.10 -0.03
O -0.71 -0.27 -0.60
F 0.35 2.55 -2.45
H 0.15 0.10 0.33
C 0.98 -0.61 5.88
O 0.14 2.44 -0.55
H -0.84 2.06 1.07
H 0.36 -0.10 0.08
C 0.05 -0.29 -0.11
C -0.01 0.28 0.25
O 6.24 -0.33 2.29
O 0.55 -0.19 0.22
H -0.14 -0.40 0.07
S -6.26 -2.71 -7.17
C -0.33 0.84 0.41
O -1.55 -0.41 -1.72
H -0.14 0.09 -0.11
H -0.31 -0.20 -0.14
H 0.09 -0.12 0.13
O -0.33 -0.70 -0.04
C -0.30 0.17 -0.03
O -0.30 2.49 6.00
H 0.09 0.03 0.02
H -0.36 -1.35 1.94
C -0.38 0.54 0.40
H 0.58 -0.01 -2.30
H 0.05 -0.09 -0.02
H -2.39 -0.84 -1.35
H -0.02 -0.12 0.02
C 1.30 0.54 1.04
C 0.09 -0.03 0.21
C 0.16 -0.10 0.65
H 0.30 -0.52 -0.36
H -0.06 -0.03 -0.08
H -1.11 -1.99 0.51
H 0.22 -0.26 -0.10
C 0.16 0.20 -0.23
O 1.30 0.87 1.15
N 2.60 -1.13 0.85

The largest force on an atom is 9.89 eV/Å. Its frontier orbital gap is 8.630 eV. Its SMILES is CC(=O)OCNS(=O)(=O)F.CCOC(C)=O.CCOC(C)=O.CCOC(C)=O. As for the total charge: 0. The value obtained for the LUMO energy is -0.0491 hartree. As for the multiplicity: 1. For the HOMO energy, the calculation gives -9.97 eV.